23
Properties=species:S:1:pos:R:3:lowdin_charge:R:1 method="wB97M-V/def2-TZVPD" e_above_lowest_ev=6.178 charge=+1 smiles="C=[NH+]C1=C(N)[C@@H]2C(=C2/N=C/O)C=C1" fmax_ha_per_bohr=0.10889 energy_ha=-587.98882 homo_energy_ev="-11.61 / -11.61"
C -1.94 -0.87 -1.03 0.103
N -1.13 -1.35 -0.08 0.035
C -0.42 -0.69 0.81 -0.286
C 0.95 -0.79 0.96 -0.195
N 1.72 -1.88 0.81 0.195
C 1.75 0.45 1.00 -0.003
C 0.83 1.73 1.40 -0.012
C 1.09 1.54 0.14 -0.175
N 0.68 1.66 -1.13 0.188
C 0.20 0.82 -1.91 -0.275
O -0.28 1.15 -3.10 0.071
C -0.44 1.52 1.89 -0.022
C -1.05 0.39 1.46 -0.035
H -2.64 -0.05 -0.75 0.121
H -2.20 -1.58 -1.87 0.127
H -0.62 -2.19 -0.47 0.190
H 2.65 -1.72 1.11 0.117
H 1.25 -2.76 0.73 0.123
H 2.87 0.32 1.00 0.157
H 0.28 -0.34 -1.77 0.163
H -0.46 2.12 -3.23 0.156
H -1.03 2.27 2.41 0.127
H -2.10 0.27 1.62 0.131